No. 1
{"formula": "C23H48O2P4Pt", "method": "ωB97M-V with the def2-TZVPD basis set", "elements": ["P", "C", "H", "H", "H", "C", "H", "H", "H", "C", "H", "H", "H", "P", "C", "H", "H", "H", "C", "H", "H", "H", "C", "H", "H", "H", "P", "C", "H", "H", "H", "C", "H", "H", "H", "C", "H", "H", "H", "Pt", "C", "O", "C", "O", "C", "C", "C", "C", "C", "C", "H", "H", "H", "H", "H", "H", "C", "C", "P", "C", "C", "C", "C", "H", "H", "H", "H", "H", "H", "H", "H", "H", "H", "H", "H", "H", "H", "H"], "positions_angstrom": [[0.28562, 2.01674, -1.77407], [-0.87404, 3.28531, -1.06247], [-0.94692, 4.15843, -1.73728], [-0.52493, 3.66765, -0.09088], [-1.89934, 2.90840, -0.93149], [1.72021, 3.18432, -1.80599], [2.51789, 2.87861, -2.49701], [2.16485, 3.30654, -0.80167], [1.38667, 4.19114, -2.13662], [-0.40499, 2.15029, -3.48780], [-0.31089, 3.19403, -3.85168], [-1.48137, 1.90009, -3.50999], [0.09241, 1.50068, -4.22376], [-1.02973, -2.55574, -1.94321], [-2.83872, -2.75224, -1.61021], [-3.18159, -3.73586, -1.99127], [-3.44392, -1.99033, -2.12374], [-3.09579, -2.72199, -0.54046], [-1.21435, -2.73213, -3.76779], [-0.28236, -3.00695, -4.28280], [-1.60196, -1.80751, -4.23375], [-1.94643, -3.53709, -3.99440], [-0.57913, -4.25027, -1.38064], [-1.13383, -5.00022, -1.98148], [-0.86193, -4.41573, -0.32447], [0.49200, -4.48911, -1.46785], [1.83107, -1.01849, 1.52751], [1.00121, -1.08359, 3.18522], [1.75329, -1.07625, 3.99727], [0.40253, -1.99819, 3.32370], [0.33716, -0.22668, 3.37166], [2.78453, -2.58026, 1.82327], [3.14789, -2.61363, 2.87270], [3.67256, -2.67576, 1.18310], [2.15547, -3.47640, 1.67283], [3.02042, 0.30704, 2.02787], [3.62001, -0.03374, 2.89486], [2.49363, 1.22135, 2.34216], [3.72351, 0.59750, 1.23414], [0.13922, -0.49837, -0.60819], [-1.72052, 0.11781, -1.19250], [-2.82117, 0.45995, -1.45720], [-0.82565, -1.68314, 0.75111], [-1.46546, -2.32772, 1.51037], [3.13355, -2.33710, -1.79004], [3.79213, -1.16638, -1.45868], [3.49797, 0.02998, -2.13922], [2.77270, -0.03525, -3.31556], [2.09277, -1.21678, -3.66634], [2.39501, -2.38403, -2.98735], [3.34527, -3.25624, -1.28577], [4.57145, -1.16294, -0.74761], [4.02129, 0.91858, -1.85545], [2.77279, 0.76679, -4.00080], [1.53428, -1.23172, -4.57851], [2.14310, -3.32728, -3.38711], [-1.80684, -0.50982, 4.18578], [-2.05445, 0.42604, 3.04145], [-1.12068, 0.96587, 1.46713], [-2.75336, 1.95909, 1.15576], [-3.75433, 2.49523, 2.17910], [0.15361, 2.15473, 2.14114], [-0.41538, 3.39791, 2.79228], [-1.65472, -1.53398, 3.84323], [-2.72557, -0.53327, 4.79282], [-1.03162, -0.17116, 4.87603], [-2.97539, 0.01797, 2.59266], [-2.26374, 1.38476, 3.57337], [-2.42627, 2.95169, 0.79241], [-3.38839, 1.38705, 0.44803], [-3.27852, 3.16720, 2.89626], [-4.49782, 3.10242, 1.63654], [-4.31296, 1.71703, 2.67549], [0.71577, 1.66217, 2.96647], [0.85300, 2.44288, 1.33665], [-1.03442, 3.15109, 3.66229], [0.42147, 4.00121, 3.16125], [-0.97881, 4.00775, 2.08925]], "e_lumo_ev": [-12.280, -16.226], "spin_multiplicity": 5, "orbital_gap_ha": [0.269, 0.186], "homo_ev": [-19.612, -21.298], "total_charge": 4, "e_tot_ev": -69078.1629}

=====

No. 2
{"formula": "C4H12O2", "method": "ωB97M-V with the def2-TZVPD basis set", "elements": ["C", "O", "C", "H", "H", "H", "H", "H", "H", "C", "O", "C", "H", "H", "H", "H", "H", "H"], "positions_angstrom": [[1.71461, -0.12766, 0.48741], [2.78082, -0.95835, -0.05312], [1.74083, 1.30719, 0.01244], [1.89037, -0.15581, 1.55938], [0.79496, -0.64985, 0.23461], [3.11024, -0.42938, -0.79497], [2.66598, 1.81503, 0.28942], [0.91680, 1.83214, 0.50035], [1.60465, 1.38802, -1.06562], [-1.97943, -0.69965, 0.27824], [-1.90906, -2.08579, -0.10923], [-1.90464, 0.38704, -0.76461], [-1.20725, -0.50025, 1.03278], [-2.94213, -0.61717, 0.79683], [-1.64598, -2.50997, 0.70589], [-0.94022, 0.38068, -1.28393], [-1.98416, 1.38152, -0.33336], [-2.70638, 0.24225, -1.49252]], "e_lumo_ev": 0.874, "orbital_gap_ha": 0.409, "homo_ev": -10.260, "smiles": "CCO.CCO", "de_lowest_kcal_mol": 20.0, "e_tot_ev": -8436.6471}

=====

No. 3
{"formula": "C4H11NO2", "method": "ωB97M-V with the def2-TZVPD basis set", "elements": ["C", "N", "C", "C", "O", "H", "H", "H", "H", "H", "H", "H", "C", "O", "H", "H", "H", "H"], "positions_angstrom": [[-0.04735, 1.42663, 0.21174], [-0.44595, 1.22161, -1.15271], [-0.47450, 0.23419, 1.16427], [-1.73518, -0.13344, 1.32370], [-0.51274, 2.64550, 0.70666], [-1.47061, 2.66949, 0.62015], [1.04438, 1.49764, 0.23720], [-1.45724, 1.17567, -1.23387], [-0.06476, 0.33483, -1.48924], [0.28927, -0.11490, 1.84621], [-2.04331, -0.82020, 2.09596], [-2.52629, 0.22382, 0.67928], [1.91943, -1.71577, -0.95619], [0.51742, -1.58848, -1.04261], [0.11772, -1.79824, -0.15827], [2.21953, -2.76479, -0.75818], [2.34483, -1.07735, -0.17449], [2.32536, -1.41618, -1.91960]], "e_lumo_ev": 0.799, "orbital_gap_ha": 0.363, "homo_ev": -9.086, "smiles": "C=C[C@@H](N)O.CO", "de_lowest_kcal_mol": 54.4, "e_tot_ev": -9909.8841}

=====

No. 4
{"formula": "C9H14O", "method": "ωB97M-V with the def2-TZVPD basis set", "elements": ["C", "C", "C", "C", "C", "C", "C", "O", "H", "H", "H", "H", "H", "H", "H", "H", "C", "C", "H", "H", "H", "H", "H", "H"], "positions_angstrom": [[0.22772, 2.19924, 1.62700], [0.44039, 0.03389, 0.34747], [1.07408, 1.16642, 0.93160], [1.28974, -1.04338, 0.15998], [2.45426, 1.23252, 1.11180], [2.67592, -0.94365, 0.26510], [3.26922, 0.17986, 0.77828], [3.29672, -2.07108, -0.26629], [-0.61066, 0.01067, 0.20291], [0.97605, -2.07178, -0.00570], [0.33386, 2.21766, 2.71503], [-0.85723, 1.92262, 1.25592], [3.03207, 2.11241, 1.48280], [4.33170, 0.05187, 0.91308], [3.53727, -1.95411, -1.18910], [0.46229, 3.19305, 1.24400], [-2.78515, -0.56845, -2.00034], [-3.71800, -0.92288, -0.84248], [-1.68410, -0.89903, -1.85920], [-3.03602, -1.13350, -2.88776], [-2.67808, 0.50550, -2.16139], [-4.26496, -0.06942, -0.40522], [-3.33378, -1.56478, -0.04690], [-4.43329, -1.58366, -1.37059]], "e_lumo_ev": 0.887, "orbital_gap_ha": 0.347, "homo_ev": -8.569, "smiles": "Cc1ccc(O)cc1.CC", "de_lowest_kcal_mol": 35.5, "e_tot_ev": -11606.0961}

=====

No. 5
{"formula": "C20H16BrLuN3O3", "method": "ωB97M-V with the def2-TZVPD basis set", "elements": ["Lu", "O", "C", "C", "C", "C", "C", "C", "C", "O", "N", "N", "C", "C", "C", "C", "C", "C", "C", "O", "H", "H", "H", "H", "H", "H", "H", "H", "H", "H", "C", "C", "C", "C", "C", "Br", "N", "C", "H", "H", "H", "H", "H", "H"], "positions_angstrom": [[0.30352, -0.03612, -0.25847], [3.25786, 3.14239, -0.24732], [2.45243, 4.21310, -0.02661], [3.05262, 5.45055, 0.17338], [2.27527, 6.57482, 0.36597], [0.88575, 6.48397, 0.35939], [0.28434, 5.25557, 0.19447], [1.05448, 4.10223, 0.01313], [0.39892, 2.79051, -0.07014], [1.01442, 1.76992, -0.67513], [-0.75721, 2.64925, 0.50652], [-1.22603, 1.34766, 0.46219], [-2.48644, 1.15137, 0.66480], [-3.10906, -0.13574, 0.50226], [-4.40237, -0.32577, 1.01859], [-5.08214, -1.50288, 0.82338], [-4.48381, -2.51720, 0.07610], [-3.22050, -2.35528, -0.45123], [-2.49288, -1.17708, -0.24495], [-1.27920, -1.04783, -0.77552], [2.69656, 2.43649, -0.59010], [4.13346, 5.50182, 0.16389], [2.75426, 7.53424, 0.50920], [0.28201, 7.37141, 0.49019], [-0.79180, 5.15494, 0.20664], [-3.10733, 2.00813, 0.91913], [-4.85153, 0.47897, 1.58791], [-6.07198, -1.64163, 1.23513], [-5.02434, -3.43697, -0.10575], [-2.77382, -3.14029, -1.04911], [0.82246, -6.01142, -0.36794], [1.50898, -4.67938, -0.38029], [2.89304, -4.54846, -0.42626], [3.48199, -3.29029, -0.47690], [2.63331, -2.21281, -0.45785], [3.23903, -0.39397, -0.58305], [1.31012, -2.28850, -0.37270], [0.76198, -3.50607, -0.34885], [1.54293, -6.82567, -0.37147], [0.18015, -6.11455, -1.24357], [0.18683, -6.11329, 0.51239], [3.52192, -5.42965, -0.42608], [4.55241, -3.15683, -0.53170], [-0.32061, -3.52964, -0.30370]], "e_lumo_ev": -3.737, "orbital_gap_ha": 0.256, "homo_ev": -10.693, "de_lowest_kcal_mol": 16.0, "total_charge": 1, "e_tot_ev": -135272.4744}